Entry 1:
Formula: C30H57F9O15
Source: OMol25
Level of theory: the ωB97M-V functional and the def2-TZVPD basis

Each line ends with the Löwdin charge.
Positions of all 111 atoms, in Å:
C  17.52153  -0.93529  -4.79668  -0.0645
C  16.91695  -1.71651  -5.92658  -0.2016
O  17.17000  -3.12838  -5.84022  0.0167
C  18.34957  -3.71311  -6.07342  -0.3296
O  19.39007  -3.15918  -6.48436  0.1187
C  18.29506  -5.22558  -5.73168  -0.4681
F  19.25860  -5.53811  -4.76407  0.1099
F  17.09728  -5.56785  -5.27775  0.1750
F  18.59343  -5.93660  -6.86044  0.1392
H  17.52884  -1.44331  -3.83233  0.0856
H  16.93475  -0.02037  -4.71493  0.0846
H  18.56290  -0.70519  -5.02189  0.0816
H  17.33906  -1.23305  -6.80760  0.1238
H  15.84145  -1.69343  -6.10235  0.1287
C  9.50957  -0.21720  -1.50772  -0.0582
C  8.98099  1.26548  -1.59906  -0.1536
O  8.51948  1.59164  -2.94746  -0.0072
C  9.33568  2.09447  -3.91405  -0.3256
O  10.52333  2.32663  -3.71633  0.1282
C  8.58385  2.40883  -5.24910  -0.5265
F  8.43275  3.75472  -5.44241  0.1510
F  9.34794  1.87344  -6.21065  0.1623
F  7.42952  1.77535  -5.21350  0.1834
H  8.69568  -0.88939  -1.77949  0.0694
H  9.86339  -0.44559  -0.50236  0.0730
H  10.31616  -0.50570  -2.18174  0.0720
H  9.85168  1.88074  -1.37223  0.1101
H  8.18130  1.42656  -0.87610  0.1214
C  24.33054  -8.25755  -10.47081  -0.0671
C  24.74429  -9.48819  -9.63142  -0.1598
O  23.73140  -10.51569  -9.88650  0.0230
C  23.93344  -11.48768  -10.76430  -0.3289
O  25.00745  -11.67272  -11.40477  0.0975
C  22.65162  -12.32471  -11.04578  -0.5081
F  22.69527  -12.72434  -12.31271  0.1800
F  22.70601  -13.36638  -10.16689  0.1390
F  21.48649  -11.68754  -10.77791  0.1514
H  24.79457  -7.32150  -10.16003  0.0769
H  23.26477  -8.03135  -10.43797  0.0788
H  24.58077  -8.48107  -11.50789  0.0761
H  24.61061  -9.11762  -8.61509  0.1170
H  25.79840  -9.71173  -9.79568  0.1243
C  27.87338  -1.20986  -10.13182  -0.0865
O  27.65684  -0.79083  -8.75643  -0.1904
C  28.39952  -1.51341  -7.77208  -0.2100
C  28.27073  -0.78812  -6.40238  -0.1523
O  26.96166  -0.61960  -5.83325  -0.1404
C  25.99968  -1.69617  -5.89842  -0.1452
C  26.38921  -3.03452  -5.22510  -0.1838
O  27.46040  -3.68180  -5.90849  -0.2133
C  28.00356  -4.80405  -5.23249  -0.1082
H  27.59510  -0.36685  -10.76427  0.0786
H  27.21932  -1.99833  -10.50412  0.0786
H  28.92691  -1.40835  -10.32872  0.0813
H  29.45147  -1.51310  -8.05758  0.1119
H  28.25938  -2.59244  -7.83660  0.1092
H  28.72395  0.20314  -6.41253  0.1264
H  28.85737  -1.42548  -5.74078  0.1103
H  25.83115  -1.90663  -6.95454  0.1159
H  25.07594  -1.27002  -5.50700  0.1270
H  25.63040  -3.81488  -5.16737  0.1197
H  26.59082  -2.84992  -4.16993  0.1211
H  28.66265  -5.43644  -5.82730  0.0867
H  27.24135  -5.43325  -4.77288  0.0807
H  28.64140  -4.54981  -4.38595  0.0827
C  5.66365  -2.28909  -13.22301  -0.1339
O  6.77602  -2.86289  -12.60430  -0.1736
C  7.70656  -1.89547  -12.24898  -0.1902
C  8.94417  -2.52607  -11.43515  -0.1676
O  8.55118  -2.98823  -10.18221  -0.1600
C  9.44897  -3.77203  -9.45184  -0.1848
C  9.24435  -3.59565  -7.91358  -0.1680
O  8.05690  -4.30752  -7.51908  -0.1872
C  6.88519  -3.49345  -7.49746  -0.1049
H  4.93081  -3.04495  -13.50533  0.0875
H  5.87435  -1.71537  -14.12554  0.0875
H  5.06760  -1.68115  -12.54240  0.0861
H  7.20538  -1.15155  -11.62971  0.1201
H  8.05676  -1.43165  -13.17112  0.1177
H  9.69749  -1.73875  -11.40740  0.1161
H  9.37684  -3.38743  -11.94402  0.1217
H  10.47842  -3.49627  -9.68051  0.1198
H  9.19998  -4.78902  -9.75496  0.1324
H  9.22771  -2.53148  -7.67830  0.1185
H  10.09118  -4.00311  -7.36136  0.1172
H  7.00910  -2.72182  -6.73764  0.0811
H  6.05290  -4.14653  -7.23497  0.0856
H  6.60074  -3.02104  -8.43768  0.0793
C  24.36232  0.33467  -16.41656  -0.0763
O  24.39351  -1.09375  -16.25013  -0.1657
C  23.14049  -1.65062  -16.01496  -0.2357
C  22.73138  -1.71029  -14.54264  -0.1606
O  22.53518  -0.35680  -14.08507  -0.1661
C  22.17487  -0.33073  -12.73609  -0.1894
C  22.28303  1.12474  -12.16487  -0.1666
O  21.54652  2.10600  -12.88303  -0.1691
C  22.15537  2.61085  -14.02697  -0.1370
H  23.87232  0.58076  -17.35860  0.0876
H  25.38456  0.70401  -16.33467  0.0918
H  23.75908  0.84715  -15.66718  0.0521
H  23.10763  -2.64533  -16.45942  0.1252
H  22.35955  -1.12273  -16.56229  0.1229
H  23.56379  -2.20212  -14.03937  0.1297
H  21.78399  -2.24748  -14.49798  0.1276
H  22.88409  -0.94583  -12.18222  0.1166
H  21.21854  -0.83004  -12.58044  0.1241
H  23.26616  1.53379  -11.93202  0.1210
H  21.88888  1.05791  -11.15082  0.1166
H  23.24318  2.64326  -13.96596  0.0875
H  21.79884  3.63319  -14.15276  0.0874
H  21.89648  2.07543  -14.94042  0.0767

## Properties
Energy relative to the best compared isomer or geometry (same formula, charge and spin) ... 74.89 kcal/mol
2S+1 ... 1
SMILES ... CCOC(=O)C(F)(F)F.CCOC(=O)C(F)(F)F.CCOC(=O)C(F)(F)F.COCCOCCOC.COCCOCCOC.COCCOCCOC

=====

Entry 2:
Formula: C30H57N7O5S5
Source: OMol25
Level of theory: the ωB97M-V functional and the def2-TZVPD basis

Each line ends with the Löwdin charge.
Positions of all 104 atoms, in Å:
C  3.89888  -4.11736  3.42560  -0.2422
S  5.01751  -2.66169  3.86548  0.8325
O  4.03469  -1.67926  4.50196  -0.6046
C  5.90539  -3.38046  5.32627  -0.2583
H  4.47488  -5.01664  3.20745  0.0405
H  3.28341  -3.91260  2.54960  0.0407
H  3.25054  -4.32066  4.27790  0.0489
H  6.52901  -2.61924  5.79507  0.0461
H  6.56937  -4.20057  5.05308  0.0449
H  5.15281  -3.73821  6.02893  0.0501
C  -2.72867  -8.93659  0.66116  -0.2824
S  -3.56585  -7.50859  -0.09846  0.8449
O  -4.92087  -8.03758  -0.61053  -0.5812
C  -3.80489  -6.71329  1.60738  -0.2496
H  -2.04610  -8.61247  1.44676  0.0452
H  -2.26622  -9.52288  -0.13287  0.0426
H  -3.53543  -9.61537  0.93777  0.0548
H  -2.92715  -6.77367  2.25083  0.0324
H  -4.59165  -7.30840  2.07102  0.0520
H  -3.91860  -5.63116  1.67195  0.0409
C  -3.09002  9.12559  -0.92626  -0.2434
S  -3.75982  9.64042  -2.59118  0.8442
O  -5.25863  9.53084  -2.27945  -0.6007
C  -3.37596  11.43630  -2.47636  -0.2770
H  -3.66432  9.73877  -0.23179  0.0481
H  -2.03296  9.38977  -0.89585  0.0405
H  -3.30879  8.07129  -0.75685  0.0497
H  -2.31872  11.51635  -2.22351  0.0366
H  -3.82393  11.96810  -1.63694  0.0548
H  -3.56769  12.04634  -3.35908  0.0471
C  -0.00536  -0.31844  0.15724  -0.2586
S  0.15319  1.22873  -0.87126  0.8439
O  -0.83449  2.26074  -0.26152  -0.6061
C  1.87908  1.67112  -0.30967  -0.2529
H  0.48307  -1.14260  -0.36266  0.0424
H  -1.06710  -0.53953  0.26652  0.0463
H  0.37075  -0.24035  1.17731  0.0492
H  1.87373  1.74462  0.77784  0.0436
H  2.16503  2.66228  -0.66172  0.0478
H  2.47031  0.79709  -0.58282  0.0445
C  -5.57509  1.34083  3.79231  -0.2308
S  -6.58051  1.36870  5.41920  0.8402
O  -8.04630  1.46741  4.98524  -0.5867
C  -6.22990  -0.31820  6.03463  -0.2773
H  -5.58135  2.33145  3.33762  0.0372
H  -6.02040  0.58181  3.14913  0.0491
H  -4.50185  1.25333  3.96145  0.0387
H  -5.52497  -0.07264  6.82891  0.0282
H  -5.86415  -1.16208  5.44966  0.0552
H  -7.14517  -0.61851  6.54472  0.0459
C  -8.39394  0.79837  -2.95458  -0.0646
C  -7.24950  -0.09724  -2.97435  -0.3158
N  -6.35743  -0.79805  -3.01823  0.1237
H  -7.90333  1.77164  -2.94269  0.0884
H  -8.88474  0.56885  -2.00878  0.0819
H  -9.09325  0.52783  -3.74570  0.0866
C  -0.16045  -0.44477  7.37095  -0.0779
C  -0.48322  -1.78016  7.02071  -0.3142
N  -0.74704  -2.86905  6.70560  0.1226
H  -1.01929  0.00254  7.87135  0.0883
H  0.08560  0.20157  6.52845  0.0902
H  0.70091  -0.63175  8.01220  0.0917
C  4.44137  -0.17324  -8.46119  -0.0624
C  4.95201  0.29607  -7.13269  -0.2822
N  5.38366  0.63203  -6.12878  0.1141
H  4.26702  0.76855  -8.98151  0.0755
H  3.45402  -0.60401  -8.29483  0.0744
H  5.09976  -0.88903  -8.95340  0.0804
C  -1.85326  1.72749  -7.35818  -0.0735
C  -3.29774  1.99728  -7.24976  -0.2843
N  -4.42020  2.18278  -7.15123  0.1236
H  -1.80438  0.76325  -7.86409  0.0791
H  -1.32071  1.60860  -6.41460  0.0775
H  -1.33766  2.55621  -7.84346  0.0779
N  2.05065  -5.33998  -6.06950  0.0013
C  1.60714  -4.30918  -5.24231  -0.1276
C  0.20285  -4.26708  -5.27959  -0.1186
C  -0.18631  -5.29558  -6.11768  -0.1255
C  0.95805  -5.98641  -6.50169  -0.1637
H  2.97774  -5.68998  -6.26472  0.1489
H  2.37022  -3.83297  -4.64455  0.0931
H  -0.45412  -3.66162  -4.67279  0.0933
H  -1.22981  -5.39382  -6.37817  0.0946
H  1.06395  -6.88235  -7.09537  0.1050
N  10.23510  -0.98713  -0.89721  -0.0222
C  11.25490  -1.91703  -1.03817  -0.1055
C  10.56956  -3.12542  -1.25426  -0.1401
C  9.20483  -2.92052  -1.12716  -0.1269
C  8.99103  -1.53320  -1.01417  -0.1244
H  10.33146  0.01353  -0.79975  0.1436
H  12.31355  -1.71272  -0.97560  0.0998
H  11.11527  -4.05680  -1.22063  0.0872
H  8.48190  -3.71736  -1.03333  0.0862
H  8.06087  -0.99203  -0.92289  0.1029
N  -0.24547  5.52398  3.95064  0.0134
C  0.69418  5.21969  4.81664  -0.2058
C  0.75689  6.15742  5.78743  -0.1316
C  -0.22811  7.14686  5.52819  -0.0920
C  -0.96185  6.58715  4.49840  -0.1300
H  -0.39150  4.96710  3.12079  0.1542
H  1.28850  4.32605  4.69592  0.1121
H  1.42523  6.22806  6.63285  0.0901
H  -0.44519  8.00312  6.14956  0.0917
H  -1.89829  6.87956  4.04676  0.0979

## Properties
Energy relative to the best compared isomer or geometry (same formula, charge and spin) ... 69.59 kcal/mol
2S+1 ... 1

=====

Number 1: gap between HOMO and LUMO 9.76 eV. Number 2: gap between HOMO and LUMO 8.14 eV.